1.
89
Properties=species:S:1:pos:R:3 method="wB97M-V/def2-TZVPD" orbital_gap_ev="6.4 / 6.9" charge=0 energy_ev=-135562.6443 largest_force_ev_per_a=1.7 spin_multiplicity=4 s2=3.770 e_homo_ev="-7.0586 / -7.6214" relative_energy_kj_mol=146.1
Co 0.07 -1.02 0.34
C -0.99 1.13 5.57
S 0.27 -0.14 5.31
C 0.18 -0.41 3.58
S -0.76 0.57 2.56
N 0.95 -1.42 3.24
N 1.03 -1.75 1.95
C 1.73 -2.81 1.70
C 1.79 -3.31 0.34
C 2.65 -4.34 -0.03
C 2.64 -4.79 -1.34
C 1.76 -4.20 -2.24
C 0.94 -3.18 -1.80
N 0.95 -2.73 -0.55
H -1.00 1.32 6.64
H -1.96 0.77 5.24
H -0.72 2.03 5.03
H 2.23 -3.32 2.51
H 3.32 -4.75 0.71
H 3.30 -5.59 -1.64
H 1.72 -4.54 -3.27
H 0.25 -2.69 -2.48
C 1.02 2.96 -1.10
N 0.70 1.55 -0.89
P 1.87 0.35 -0.68
C 3.13 0.79 -1.95
C 4.01 1.86 -1.77
C 4.86 2.25 -2.80
C 4.86 1.57 -4.00
C 4.03 0.47 -4.17
C 3.17 0.09 -3.15
C 2.86 0.72 0.82
C 2.48 1.59 1.82
C 3.28 1.73 2.95
C 4.44 0.98 3.09
C 4.81 0.08 2.10
C 4.02 -0.05 0.97
P -0.94 0.76 -0.73
C -1.86 2.33 -0.96
C -2.02 2.90 -2.22
C -2.67 4.11 -2.36
C -3.18 4.76 -1.25
C -3.02 4.20 0.01
C -2.37 2.99 0.16
C -1.10 -0.05 -2.38
C -2.10 -0.99 -2.64
C -2.15 -1.65 -3.87
C -1.22 -1.37 -4.86
C -0.23 -0.43 -4.61
C -0.17 0.21 -3.39
H 1.90 3.24 -0.52
H 0.19 3.58 -0.76
H 1.21 3.19 -2.15
H 4.06 2.38 -0.82
H 5.52 3.09 -2.65
H 5.52 1.88 -4.81
H 4.06 -0.09 -5.10
H 2.52 -0.77 -3.29
H 1.56 2.15 1.72
H 2.98 2.41 3.74
H 5.05 1.09 3.97
H 5.71 -0.50 2.20
H 4.29 -0.76 0.19
H -1.62 2.39 -3.09
H -2.79 4.54 -3.34
H -3.70 5.71 -1.36
H -3.41 4.72 0.88
H -2.24 2.55 1.14
H -2.85 -1.22 -1.90
H -2.93 -2.38 -4.05
H -1.26 -1.88 -5.81
H 0.50 -0.19 -5.38
H 0.62 0.94 -3.21
O -2.74 0.09 -0.04
C -2.69 -0.95 0.70
O -1.79 -1.82 0.61
C -3.78 -1.12 1.70
C -4.71 -0.10 1.91
C -5.71 -0.26 2.84
C -5.81 -1.43 3.57
C -4.88 -2.43 3.35
C -3.85 -2.29 2.43
N -4.99 -3.69 4.10
O -4.10 -4.50 3.98
O -5.96 -3.83 4.82
H -4.62 0.81 1.33
H -6.43 0.54 3.01
H -6.59 -1.59 4.30
H -3.13 -3.07 2.30



2.
87
Properties=species:S:1:pos:R:3 method="wB97M-V/def2-TZVPD" orbital_gap_ev="5.6 / 6.6" charge=-1 energy_ev=-162943.2228 largest_force_ev_per_a=0.8 spin_multiplicity=2 s2=0.857 e_homo_ev="-3.1217 / -4.1470" relative_energy_kj_mol=0.0
Ru 1.12 -0.87 -0.87
O 1.31 -3.30 0.70
S 2.74 -3.06 0.55
O 3.58 -4.23 0.56
O 3.00 -2.17 -0.60
C 3.23 -2.07 1.96
C 4.36 -2.46 2.66
C 4.78 -1.73 3.77
C 4.05 -0.62 4.17
C 2.93 -0.22 3.46
C 2.50 -0.93 2.33
P 1.07 -0.35 1.33
C -0.32 -1.21 2.19
C -0.11 -2.02 3.30
C -1.18 -2.67 3.91
C -2.46 -2.53 3.41
C -2.68 -1.74 2.30
C -1.62 -1.09 1.68
C 0.94 1.37 1.90
C 1.95 2.24 1.49
C 1.94 3.56 1.89
C 0.91 4.04 2.70
C -0.10 3.18 3.10
C -0.08 1.85 2.71
H 4.90 -3.34 2.33
H 5.66 -2.04 4.31
H 4.36 -0.06 5.04
H 2.39 0.65 3.77
H 0.88 -2.15 3.70
H -0.99 -3.30 4.77
H -3.29 -3.04 3.89
H -3.68 -1.62 1.89
H -1.78 -0.51 0.78
H 2.74 1.87 0.84
H 2.73 4.23 1.57
H 0.90 5.08 3.00
H -0.91 3.55 3.72
H -0.88 1.19 3.04
C 3.46 4.44 -1.50
O 3.43 3.02 -1.39
C 2.25 2.39 -1.57
S 0.82 3.19 -1.65
S 2.58 0.69 -1.75
H 4.51 4.72 -1.44
H 2.89 4.91 -0.70
H 3.03 4.76 -2.45
C -0.50 0.10 -1.11
C -1.54 0.76 -1.30
C -2.60 1.58 -1.61
C -3.14 1.51 -2.97
C -2.33 1.07 -4.03
C -2.83 0.97 -5.31
C -4.15 1.30 -5.59
C -4.97 1.72 -4.55
C -4.48 1.83 -3.26
C -3.11 2.55 -0.64
C -3.61 3.80 -1.03
C -4.05 4.72 -0.10
C -4.01 4.43 1.26
C -3.50 3.20 1.67
C -3.05 2.28 0.74
H -1.30 0.82 -3.81
H -2.18 0.63 -6.11
H -4.54 1.21 -6.60
H -6.01 1.97 -4.75
H -5.13 2.15 -2.46
H -3.63 4.05 -2.08
H -4.42 5.68 -0.43
H -4.35 5.15 1.99
H -3.45 2.96 2.73
H -2.65 1.34 1.07
C -1.10 -3.73 -1.08
N 0.09 -4.35 -1.64
C 0.62 -5.55 -1.23
C 1.84 -5.66 -1.80
N 2.04 -4.52 -2.55
C 3.27 -4.19 -3.24
C 0.97 -3.71 -2.43
Se 0.74 -2.02 -3.21
H -1.81 -4.52 -0.83
H -1.53 -3.06 -1.81
H -0.83 -3.17 -0.19
H 0.10 -6.20 -0.55
H 2.59 -6.42 -1.71
H 3.69 -5.10 -3.66
H 3.97 -3.72 -2.55
H 3.04 -3.49 -4.04



3.
101
Properties=species:S:1:pos:R:3 method="wB97M-V/def2-TZVPD" orbital_gap_ev="7.4 / 6.9" charge=-1 energy_ev=-102318.2686 largest_force_ev_per_a=1.6 spin_multiplicity=1 e_homo_ev="-5.3680 / -5.4203" relative_energy_kj_mol=712.0
Tl -1.23 0.03 0.38
C 2.05 2.07 0.96
C 1.39 1.48 2.15
C 1.85 1.52 3.48
C 0.88 0.88 4.23
C 0.87 0.63 5.69
N -0.09 0.48 3.38
N 0.23 0.83 2.12
B -1.53 0.03 3.77
N -2.47 1.10 3.21
N -2.45 1.46 1.92
C -3.26 2.50 1.76
C -3.48 3.16 0.46
C -3.83 2.82 3.00
C -3.30 1.91 3.89
C -3.56 1.79 5.35
N -1.88 -1.35 3.21
N -2.31 -1.51 1.94
C -2.70 -2.77 1.79
C -3.28 -3.33 0.54
C -2.51 -3.45 3.00
C -1.99 -2.52 3.87
C -1.58 -2.71 5.29
H 2.67 2.91 1.26
H 1.29 2.40 0.26
H 2.67 1.32 0.47
H 2.75 1.98 3.83
H 1.84 0.88 6.12
H 0.64 -0.41 5.90
H 0.11 1.24 6.18
H -1.61 0.00 4.95
H -2.58 3.08 -0.15
H -3.74 4.21 0.61
H -4.29 2.67 -0.08
H -4.52 3.61 3.20
H -4.31 2.51 5.64
H -2.65 1.98 5.92
H -3.90 0.78 5.61
H -3.32 -2.57 -0.23
H -4.28 -3.71 0.74
H -2.67 -4.16 0.18
H -2.73 -4.48 3.19
H -1.81 -3.72 5.60
H -2.11 -2.01 5.94
H -0.51 -2.55 5.42
C 3.71 4.06 -4.28
C 3.70 2.59 -4.69
C 5.14 2.08 -4.76
C 5.16 0.61 -5.14
C 4.36 -0.16 -4.12
C 4.69 -1.46 -3.81
C 3.94 -2.16 -2.88
F 4.30 -3.43 -2.60
C 2.88 -1.58 -2.23
C 2.55 -0.25 -2.51
C 1.45 0.37 -1.74
O 0.99 -0.21 -0.75
C 1.07 1.66 -2.23
C 1.80 2.27 -3.20
N 2.93 1.77 -3.76
C 3.28 0.47 -3.47
C -0.15 2.44 -1.73
O -0.30 3.57 -2.19
O -0.92 1.91 -0.87
H 4.40 4.61 -4.92
H 4.05 4.15 -3.25
H 2.73 4.52 -4.36
H 3.24 2.50 -5.69
H 5.61 2.21 -3.78
H 5.70 2.68 -5.49
H 6.18 0.24 -5.17
H 4.72 0.47 -6.13
H 5.52 -1.94 -4.30
H 2.28 -2.12 -1.51
H 1.45 3.23 -3.54
O 0.98 -5.77 -0.47
C 1.42 -5.33 0.68
O 2.10 -6.01 1.42
C 1.05 -3.95 1.08
C 1.44 -3.38 2.27
N 0.95 -2.13 2.30
N 0.26 -1.86 1.20
C 0.29 -2.93 0.44
C -0.45 -2.90 -0.88
O -0.37 -3.91 -1.60
O -1.10 -1.87 -1.14
H 0.43 -5.07 -0.99
H 2.02 -3.80 3.07
H 1.03 -1.43 3.02
F -3.03 0.90 -5.73
C -3.09 0.91 -4.37
C -3.75 1.97 -3.61
F -3.26 2.82 -2.71
C -4.28 0.65 -3.43
F -5.53 0.23 -3.68
C -3.34 -0.21 -2.47
S -3.58 -0.03 -0.77
C -2.84 -1.28 -3.31
F -3.50 -1.99 -4.24
C -2.19 0.00 -3.53
F -0.89 0.26 -3.40



What is the charge in the second record? -1